199
Properties=species:S:1:pos:R:3 method="wB97M-V/def2-TZVPD" charge=0 e_lumo_ev=-1.1 orbital_gap_ev=8.65 e_homo_ev=-9.73
C -0.6015 -4.5012 -30.1077
O 0.7820 -4.3162 -30.2639
C 1.3630 -4.6930 -31.3959
O 0.8105 -5.0807 -32.3910
O 2.6686 -4.5172 -31.2532
C 3.4760 -4.7228 -32.4058
H -0.8718 -5.0753 -29.2152
H -1.0110 -5.1493 -30.8856
H -1.1575 -3.5681 -30.0544
H 3.8361 -5.7517 -32.4649
H 4.3411 -4.0668 -32.3795
H 2.9581 -4.5234 -33.3423
C 6.9031 -2.6816 -27.5511
C 7.8312 -3.6027 -27.0538
C 7.9532 -4.8278 -27.6740
C 7.0737 -5.1569 -28.7159
C 6.0692 -4.2951 -29.1367
C 6.0264 -3.0324 -28.5354
N 7.1291 -6.4917 -29.3173
O 8.0181 -7.2328 -28.9136
O 6.2421 -6.8388 -30.0696
H 6.8452 -1.7030 -27.0874
H 8.5092 -3.2693 -26.2788
H 8.7005 -5.5132 -27.3011
H 5.2880 -4.5997 -29.8165
H 5.2300 -2.3274 -28.7394
C 9.3600 -5.3378 -20.4351
C 8.6801 -5.1318 -21.6323
C 9.3000 -4.4764 -22.6772
C 10.5607 -3.9777 -22.5036
C 11.2754 -4.1556 -21.3167
C 10.6534 -4.8520 -20.3022
N 11.2648 -3.4686 -23.6939
O 10.6579 -3.4289 -24.7474
O 12.3566 -2.9511 -23.5337
H 8.8592 -5.8405 -19.6200
H 7.6862 -5.5302 -21.7869
H 8.7704 -4.3853 -23.6146
H 12.2784 -3.7568 -21.2845
H 11.2177 -5.0554 -19.4004
C 5.1025 -7.8430 -34.5526
C 4.6102 -7.4254 -35.7908
C 4.9862 -6.2113 -36.3356
C 5.8268 -5.3894 -35.6034
C 6.2643 -5.7629 -34.3526
C 5.8957 -7.0010 -33.8116
N 6.3759 -4.1657 -36.2144
O 7.0935 -3.4575 -35.5371
O 5.9919 -3.8883 -37.3446
H 4.7530 -8.7698 -34.1170
H 3.8989 -7.9948 -36.3745
H 4.6731 -5.8992 -37.3213
H 7.0229 -5.1773 -33.8512
H 6.3421 -7.3381 -32.8856
C 10.1704 -0.2436 -33.3418
C 10.0054 -1.0095 -32.1746
C 8.8420 -1.7105 -31.9542
C 7.8131 -1.5996 -32.8840
C 7.9545 -0.8188 -34.0176
C 9.1069 -0.0809 -34.2159
N 6.5844 -2.3565 -32.6650
O 5.6918 -2.2239 -33.4730
O 6.5304 -3.1042 -31.7069
H 11.0964 0.3110 -33.4267
H 10.8486 -1.2250 -31.5320
H 8.7668 -2.2845 -31.0398
H 7.1760 -0.7636 -34.7643
H 9.2617 0.5090 -35.1083
C 6.2243 -11.7726 -29.0644
C 7.4722 -11.1851 -29.2052
C 8.5290 -11.9094 -29.6978
C 8.3775 -13.2213 -30.0802
C 7.1061 -13.7807 -30.0447
C 6.0444 -13.1051 -29.4394
N 9.4698 -13.9936 -30.6823
O 10.5381 -13.4228 -30.7812
O 9.2678 -15.1127 -31.0825
H 5.4064 -11.1804 -28.6750
H 7.6135 -10.1571 -28.8968
H 9.5125 -11.4593 -29.7620
H 6.9388 -14.8024 -30.3594
H 5.0737 -13.5769 -29.3993
C 11.3781 2.6995 -25.7276
C 10.1139 2.4420 -26.2419
C 9.4140 1.3370 -25.8010
C 9.9714 0.4912 -24.8388
C 11.2128 0.7990 -24.2823
C 11.9563 1.8631 -24.7798
N 9.2044 -0.6787 -24.4270
O 9.5943 -1.2728 -23.4406
O 8.2264 -0.9994 -25.0658
H 11.9218 3.5752 -26.0588
H 9.6445 3.1416 -26.9199
H 8.4862 1.0413 -26.2687
H 11.5466 0.2040 -23.4421
H 12.9170 2.1642 -24.3884
C 7.1838 4.9041 -26.3700
C 7.2359 4.4849 -25.0551
C 6.8017 3.1931 -24.7641
C 6.2277 2.3658 -25.7162
C 6.1462 2.8226 -27.0227
C 6.6453 4.0577 -27.3620
N 5.7029 1.0614 -25.3118
O 5.2227 0.3763 -26.1921
O 5.7219 0.7585 -24.1373
H 7.4315 5.8918 -26.7378
H 7.6522 5.0891 -24.2628
H 6.7993 2.8790 -23.7276
H 5.5938 2.2651 -27.7697
H 6.5438 4.3738 -28.3904
C 2.5851 -8.3968 -30.6690
C 1.3297 -8.8108 -31.0723
C 1.1610 -9.9275 -31.8870
C 2.2715 -10.5941 -32.3406
C 3.5456 -10.1108 -32.0468
C 3.7211 -8.9976 -31.2460
N 2.1424 -11.8019 -33.1608
O 1.0258 -12.2487 -33.3389
O 3.1643 -12.3314 -33.5508
H 2.6958 -7.5654 -29.9851
H 0.4507 -8.2889 -30.7183
H 0.1391 -10.2265 -32.0699
H 4.4451 -10.5694 -32.4337
H 4.7076 -8.6215 -31.0129
O 2.0035 -1.7445 -28.5306
S 2.3938 -2.2474 -27.2403
O 3.5586 -1.8348 -26.5200
O 1.1568 -2.1113 -26.2166
C -0.1461 -2.4252 -26.7450
C -1.1953 -1.5829 -26.0576
C 2.5610 -4.0538 -27.2753
H -0.3898 -3.4833 -26.5983
H -0.1382 -2.3731 -27.8359
H -2.1772 -1.8309 -26.4559
H -1.0261 -0.5083 -26.0646
H -1.1426 -1.8706 -25.0044
H 1.7280 -4.6141 -27.6946
H 2.5490 -4.2756 -26.2057
H 3.5047 -4.2829 -27.7619
O 11.6534 -6.4916 -32.4301
S 10.3750 -7.1090 -32.6725
O 9.1458 -6.3570 -32.7806
O 10.4145 -8.0518 -33.9864
C 11.6007 -7.9586 -34.8094
C 11.6780 -9.2679 -35.5565
C 10.1789 -8.4012 -31.4436
H 12.5107 -7.8535 -34.2160
H 11.5897 -7.0659 -35.4357
H 11.5390 -10.1061 -34.8745
H 12.6272 -9.4178 -36.0768
H 10.9572 -9.3890 -36.3683
H 9.1353 -8.7030 -31.5362
H 10.3230 -7.9431 -30.4701
H 10.8146 -9.2116 -31.7841
O 3.3789 -4.1393 -23.5600
S 4.7216 -3.8795 -23.1067
O 4.9814 -3.4572 -21.7569
O 5.6235 -5.2047 -23.3981
C 5.3024 -5.9940 -24.5289
C 6.5554 -6.6983 -24.9776
C 5.6461 -2.7382 -24.1983
H 4.8754 -5.3853 -25.3324
H 4.5447 -6.7530 -24.3145
H 7.0548 -7.1233 -24.1029
H 7.2513 -6.0705 -25.5314
H 6.4011 -7.5619 -25.6286
H 6.6875 -2.7748 -23.8958
H 5.1965 -1.7604 -24.0284
H 5.4961 -2.9626 -25.2519
O 11.6660 -0.8850 -29.4508
S 10.5906 -1.0527 -28.4978
O 9.4335 -0.1906 -28.4666
O 10.0022 -2.5672 -28.6443
C 10.9481 -3.6455 -28.7289
C 10.8615 -4.2752 -30.1152
C 11.2075 -1.1820 -26.8402
H 10.6885 -4.3669 -27.9505
H 11.9542 -3.2882 -28.5048
H 11.1529 -3.5138 -30.8361
H 9.8847 -4.6819 -30.3674
H 11.6160 -5.0622 -30.0461
H 12.0112 -1.8965 -26.6974
H 10.2937 -1.3876 -26.2874
H 11.6118 -0.2363 -26.4736
O 6.9200 2.8657 -32.2532
S 7.1323 2.3441 -30.9315
O 6.5553 2.9051 -29.7342
O 6.6422 0.7589 -31.0895
C 6.4118 0.0433 -29.8998
C 4.8854 -0.0594 -29.5743
C 8.8918 2.0292 -30.6319
H 6.8503 0.5315 -29.0251
H 6.8293 -0.9651 -29.9213
H 4.3381 -0.8049 -30.1482
H 4.4267 0.9138 -29.7577
H 4.7906 -0.2459 -28.5022
H 8.9249 0.9910 -30.3200
H 9.2560 2.7094 -29.8657
H 9.4624 2.1988 -31.5404

=====

171
Properties=species:S:1:pos:R:3 method="wB97M-V/def2-TZVPD" e_above_lowest_ev=0.000 charge=+1 e_lumo_ev=-4.9 orbital_gap_ev=4.24 e_homo_ev=-9.18
C 6.2655 -5.2143 3.0778
C 5.1497 -5.5888 2.1173
C 4.1306 -4.4749 1.9289
C 2.8042 -4.9503 1.3322
C 1.6888 -3.9070 1.5470
C 0.9383 -3.4763 0.2559
C 1.6230 -2.2726 -0.3644
C 1.2867 -0.9801 -0.0207
C 0.1312 -0.5860 0.8640
S 0.3642 -0.7448 2.6310
O 1.7343 -0.5175 2.9756
O -0.2988 -1.9293 3.0968
C 2.0105 0.0918 -0.5681
C 3.0364 -0.0620 -1.4614
O 3.6754 1.0485 -1.9265
C 5.0613 1.1927 -1.5290
C 5.3476 2.5289 -0.8538
C 6.6706 2.3465 -0.1072
C 4.1774 3.0310 0.0236
C 3.2947 3.9516 -0.8363
C 4.6161 3.8299 1.2447
C 3.3475 -1.3540 -1.9115
C 4.3134 -1.5949 -2.9137
C 4.5984 -2.8573 -3.3233
N 3.9148 -3.8996 -2.7661
I 4.3382 -5.8068 -3.4171
C 2.9824 -3.7295 -1.8393
C 2.6439 -2.4611 -1.3539
H 7.0673 -5.9469 3.0397
H 5.9211 -5.1852 4.1071
H 6.7058 -4.2459 2.8473
H 5.5919 -5.8615 1.1598
H 4.6291 -6.4578 2.5156
H 3.9427 -3.9773 2.8769
H 4.5407 -3.7128 1.2585
H 2.9370 -5.2246 0.2885
H 2.5430 -5.8688 1.8541
H 1.0015 -4.2406 2.3130
H 2.1693 -3.0215 1.9422
H 0.9120 -4.3187 -0.4202
H -0.0803 -3.1878 0.4928
H -0.0422 0.4763 0.7113
H -0.7871 -1.0938 0.5836
H -0.3408 0.3119 3.1098
H 1.7477 1.0963 -0.2753
H 5.6748 1.1302 -2.4268
H 5.3747 0.3788 -0.8743
H 5.5492 3.2593 -1.6334
H 7.3460 1.7011 -0.6660
H 7.1688 3.2957 0.0525
H 6.5214 1.8766 0.8618
H 3.6049 2.1599 0.3395
H 3.9458 4.7111 -1.2566
H 2.5077 4.4132 -0.2498
H 2.8821 3.3911 -1.6708
H 5.3126 3.3116 1.8933
H 5.0251 4.7932 0.9507
H 3.7291 4.0382 1.8402
H 4.8080 -0.7506 -3.3557
H 5.3308 -3.0483 -4.0853
H 2.4947 -4.6224 -1.5010
N -0.6082 -5.5016 -2.7003
C -1.2943 -6.6784 -2.8631
C -2.5776 -6.4769 -2.4352
C -2.6762 -5.1264 -2.0025
C -1.4489 -4.5489 -2.1809
H 0.3566 -5.3572 -2.9247
H -0.8117 -7.5525 -3.2654
H -3.3611 -7.2156 -2.4353
H -3.5514 -4.6367 -1.6090
H -1.1007 -3.5484 -1.9859
N -2.6528 -2.9582 4.9328
C -3.8851 -2.9216 4.3404
C -4.7464 -3.6615 5.1064
C -4.0056 -4.1628 6.2099
C -2.7194 -3.7107 6.0734
H -1.8291 -2.5042 4.5807
H -4.0431 -2.3758 3.4257
H -5.7903 -3.8256 4.8982
H -4.3742 -4.7829 7.0103
H -1.8469 -3.8589 6.6864
N 3.0946 6.9235 2.7745
C 3.8723 7.3991 3.7959
C 4.5635 8.4835 3.3281
C 4.1865 8.6720 1.9705
C 3.2784 7.6963 1.6593
H 2.4842 6.1297 2.8329
H 3.8677 6.9263 4.7628
H 5.2616 9.0766 3.8940
H 4.5431 9.4364 1.3004
H 2.7501 7.4841 0.7446
N -1.9329 -9.3761 -6.2608
C -2.6156 -10.5544 -6.4111
C -3.8979 -10.3530 -5.9796
C -3.9949 -8.9990 -5.5542
C -2.7676 -8.4232 -5.7408
H -0.9699 -9.2337 -6.4982
H -2.1327 -11.4289 -6.8117
H -4.6815 -11.0914 -5.9710
H -4.8676 -8.5067 -5.1581
H -2.4184 -7.4222 -5.5525
N -2.8403 -3.0739 -7.1872
C -3.8444 -3.9962 -7.2925
C -3.7216 -4.8737 -6.2492
C -2.5984 -4.4643 -5.4802
C -2.0769 -3.3501 -6.0844
H -2.6881 -2.3124 -7.8216
H -4.5581 -3.9488 -8.0967
H -4.3651 -5.7157 -6.0563
H -2.2242 -4.9329 -4.5876
H -1.2342 -2.7312 -5.8259
N -2.2927 -4.8339 9.6679
C -2.5108 -5.8299 10.5823
C -3.4558 -5.3875 11.4667
C -3.8252 -4.0728 11.0701
C -3.0932 -3.7607 9.9572
H -1.6465 -4.8838 8.9040
H -1.9770 -6.7629 10.5244
H -3.8414 -5.9428 12.3049
H -4.5470 -3.4320 11.5475
H -3.0727 -2.8737 9.3475
N -5.2861 -3.7805 0.3073
C -6.5169 -3.7508 -0.2957
C -7.3775 -4.4797 0.4779
C -6.6392 -4.9686 1.5913
C -5.3541 -4.5194 1.4597
H -4.4617 -3.3322 -0.0430
H -6.6718 -3.2165 -1.2173
H -8.4210 -4.6465 0.2706
H -7.0113 -5.5799 2.3960
H -4.4874 -4.6604 2.0822
N -1.5040 7.3949 1.4126
C -2.4690 6.4315 1.3251
C -1.9294 5.2579 1.7810
C -0.5843 5.5298 2.1591
C -0.3552 6.8599 1.9200
H -1.6232 8.3547 1.1451
H -3.4517 6.6625 0.9510
H -2.4429 4.3127 1.8426
H 0.1280 4.8289 2.5651
H 0.5196 7.4697 2.0700
N 5.6716 11.8643 -0.6983
C 5.9154 10.7137 -1.3984
C 7.0541 10.9034 -2.1337
C 7.5172 12.2202 -1.8647
C 6.6438 12.7861 -0.9760
H 4.8976 12.0116 -0.0780
H 5.2606 9.8632 -1.3132
H 7.5065 10.1803 -2.7912
H 8.3907 12.6959 -2.2772
H 6.6306 13.7606 -0.5194
N -5.2766 3.4548 -0.9328
C -6.5210 3.7728 -1.4069
C -6.5395 5.1162 -1.6676
C -5.2548 5.6302 -1.3392
C -4.4989 4.5820 -0.8897
H -4.9825 2.5378 -0.6562
H -7.2825 3.0199 -1.5162
H -7.3792 5.6712 -2.0509
H -4.9260 6.6520 -1.4280
H -3.4791 4.5424 -0.5469
N -5.2724 8.1727 -5.3143
C -4.4532 9.2663 -5.2445
C -3.4214 8.9630 -4.3978
C -3.6280 7.6327 -3.9386
C -4.7778 7.1727 -4.5230
H -6.1106 8.1140 -5.8615
H -4.6732 10.1609 -5.8010
H -2.6092 9.6203 -4.1364
H -3.0040 7.0770 -3.2585
H -5.2826 6.2251 -4.4432

=====

> The highest charge belongs to which entry?

C66H88IN12O3S

=====

> Which of these has the lowest charge?

C66H86N8O34S5

=====

> Among the records above, which one has the lowest charge?

C66H86N8O34S5